This record from the Open Molecules 2025 dataset describes a 13-piece molecular cluster, C39H84N13O30P overall at a distorted geometry. The level of theory is ωB97M-V with the def2-TZVPD basis set.

Element x y z (Å)
P  -7.246  -0.703  0.399
O  -2.185  1.202  -3.180
O  4.828  -4.814  7.210
O  2.772  8.189  0.706
O  0.755  -2.123  1.924
O  2.202  2.087  -1.894
O  -10.259  0.351  -6.596
O  4.310  -3.005  0.808
O  6.240  5.909  -2.386
O  -0.281  -0.529  -0.329
O  -5.668  -0.413  4.198
O  2.866  -0.638  -5.187
O  11.710  -1.053  -2.080
O  -4.393  0.202  5.846
O  8.919  -7.091  1.471
O  -9.885  0.290  -4.457
O  4.636  -3.086  2.957
O  -3.814  6.508  -1.788
O  -0.584  -3.536  6.722
O  4.528  -5.559  9.229
O  13.579  -1.483  -1.059
O  7.372  0.537  1.969
O  2.132  -2.474  -6.098
O  7.036  3.970  -1.810
O  0.047  -3.408  -1.563
O  -5.379  0.199  -1.311
O  2.438  8.259  -1.439
O  0.226  -5.475  7.274
O  8.119  -5.153  0.905
O  -5.638  7.183  -0.820
O  8.168  -0.264  0.113
N  4.177  -4.945  8.234
N  6.165  4.698  -2.260
N  -0.652  -4.748  6.834
N  8.048  -6.369  1.023
N  3.151  8.285  -0.449
N  3.010  -1.672  -5.826
N  -4.403  1.679  -3.705
N  -4.437  7.233  -1.029
N  7.536  0.557  0.761
N  -9.528  0.384  -5.621
N  12.368  -1.342  -1.093
N  -4.788  0.267  4.692
N  5.021  -2.981  1.803
C  -1.947  4.614  3.286
C  -1.912  -5.404  6.398
C  4.611  8.449  -0.678
C  0.205  -1.705  -3.481
C  1.584  -2.673  3.015
C  -3.681  2.452  -1.468
C  -2.304  3.930  0.150
C  -8.465  0.627  -0.169
C  -3.512  4.284  1.053
C  0.802  -3.977  3.539
C  0.504  0.023  0.754
C  -4.141  1.265  3.799
C  -0.730  4.269  2.357
C  -2.505  3.539  -1.418
C  6.916  1.676  0.004
C  1.532  1.071  -2.284
C  -1.022  0.586  -0.935
C  -6.085  -1.054  -1.091
C  -3.452  1.268  -2.585
C  6.481  -2.809  1.582
C  -9.451  0.163  -1.378
C  -0.058  -4.759  -2.065
C  -8.105  -2.326  0.865
C  6.791  -7.027  0.582
C  -0.886  3.931  0.836
C  -4.117  -0.068  -2.004
C  -1.135  -1.014  -3.019
C  2.839  -4.298  8.266
C  1.555  -1.055  1.368
C  11.633  -1.541  0.184
C  -3.345  4.622  2.575
C  -9.709  -2.243  0.981
C  4.377  -1.984  -6.319
C  0.191  1.352  -3.068
C  -3.658  8.266  -0.298
C  4.904  4.039  -2.690
C  -1.109  0.513  -2.528
C  -8.074  0.555  -5.878
C  0.956  -2.598  -2.343
H  -4.575  4.286  0.641
H  4.945  7.608  -1.285
H  6.821  -3.646  0.972
H  -2.332  -5.917  7.263
H  -2.597  -4.641  6.032
H  0.937  -4.033  4.669
H  4.482  3.539  -1.819
H  11.822  -2.561  0.517
H  -2.750  4.544  -1.935
H  -10.054  -2.831  1.904
H  -7.942  1.500  -6.404
H  6.108  -6.266  0.208
H  6.365  -7.535  1.447
H  -0.205  0.431  1.567
H  2.007  0.057  -2.062
H  1.167  0.920  0.434
H  -5.344  1.839  -3.326
H  2.376  -4.496  9.231
H  5.052  -1.190  -6.006
H  6.223  1.240  -0.716
H  5.119  8.456  0.284
H  -1.482  3.183  -1.767
H  -0.031  2.471  -3.173
H  -4.337  8.833  0.336
H  4.674  -2.937  -5.883
H  2.602  -2.914  2.533
H  0.345  0.971  -4.152
H  -4.414  -0.712  -2.922
H  -3.429  -0.725  -1.372
H  10.570  -1.384  0.006
H  -9.191  0.674  -2.360
H  4.329  -2.044  -7.406
H  2.247  -4.726  7.460
H  -0.560  1.606  -0.639
H  0.293  4.241  2.883
H  2.988  -3.228  8.122
H  -4.915  1.949  3.454
H  1.689  -3.331  -2.862
H  1.013  -1.062  -3.962
H  -4.668  3.020  -1.636
H  6.389  2.323  0.703
H  2.137  -0.463  2.176
H  -7.699  -2.668  1.891
H  -9.087  1.066  0.688
H  -3.379  1.800  4.363
H  -2.035  0.571  -0.382
H  -10.124  -1.185  1.095
H  -1.658  -6.107  5.606
H  2.300  -1.390  0.565
H  12.015  -0.814  0.899
H  -0.297  -3.847  3.212
H  -5.350  -1.875  -0.780
H  -4.244  4.849  3.233
H  -7.828  -3.121  0.091
H  -10.528  0.445  -1.079
H  0.070  3.664  0.271
H  -1.820  4.830  4.408
H  -2.910  7.749  0.302
H  -3.723  1.947  -0.428
H  -7.747  -0.286  -6.488
H  -7.858  1.515  -0.595
H  4.758  9.395  -1.198
H  1.569  -1.972  -1.613
H  7.715  2.218  -0.497
H  -6.708  -1.358  -2.004
H  -10.155  -2.713  0.031
H  -1.879  -1.063  -3.905
H  5.156  3.325  -3.473
H  1.784  -1.885  3.831
H  1.225  -4.874  2.967
H  6.626  -1.860  1.069
H  -3.192  8.913  -1.041
H  -1.653  -1.626  -2.184
H  6.984  -2.807  2.547
H  -7.547  0.567  -4.925
H  -0.079  -2.486  -4.290
H  4.221  4.798  -3.067
H  -3.980  2.553  -4.057
H  7.049  -7.734  -0.205
H  -9.434  -0.981  -1.521
H  0.706  -5.412  -1.524
H  -1.097  -5.145  -1.729
H  -0.037  -4.847  -3.204
H  -3.694  0.721  2.968

Kohn-Sham gap: 7.07 eV
Strongest force on any atom: 5.00 eV/A
E_tot: -131844.536 eV
LUMO energy: -0.5 eV

---

This record from the Open Molecules 2025 dataset describes one molecule with the formula C8H13N at a distorted geometry. The level of theory is ωB97M-V with the def2-TZVPD basis set.

Element x y z (Å)
N  -0.372  1.991  0.126
C  -0.711  0.704  0.758
C  1.855  -1.087  -0.811
C  -0.687  -0.015  2.002
C  0.623  -0.779  -0.056
C  -1.267  1.944  -1.060
C  0.138  -1.288  1.257
C  0.684  0.797  0.185
C  0.559  -1.060  -1.557
H  0.899  -1.813  2.099
H  -0.377  -1.845  -1.843
H  2.597  -0.369  -1.062
H  -1.042  0.072  0.023
H  -0.359  0.705  2.778
H  2.195  -2.079  -0.569
H  -0.832  2.471  -2.065
H  -1.582  -0.407  2.339
H  0.408  -0.304  -2.304
H  -2.092  2.475  -0.775
H  1.615  1.083  0.885
H  -1.660  0.943  -1.551
H  -0.592  -2.141  1.201

Structure (SMILES): CN1[C@@H]2CCC3(CC3)[C@H]21
Kohn-Sham gap: 9.44 eV
Strongest force on any atom: 6.24 eV/A
E_tot: -9988.178 eV
LUMO energy: 1.0 eV
Energy relative to the best compared isomer or geometry (same formula, charge and spin): 199.8 kcal/mol

---

The lowest LUMO energy belongs to which entry? C39H84N13O30P